# 1
9
Properties=species:S:1:pos:R:3:forces:R:3 method="wB97M-V/def2-TZVPD" smiles="N#CCSC=S" max_force_ev_per_a=8.6 homo_ev=-9.381 molar_mass_g_mol=117.20
N 1.885 -1.651 -0.640 -3.8 4.7 4.6
C 1.322 -0.841 0.089 5.3 -4.9 -4.7
C 1.032 0.390 0.787 1.9 0.9 4.1
S 0.240 1.510 -0.171 -3.2 0.9 -3.0
C -1.178 0.403 -0.604 0.1 1.4 -1.0
S -1.543 -0.897 0.264 -0.3 0.2 -0.5
H 0.439 0.211 1.689 0.0 -0.4 -0.1
H 1.872 1.113 1.249 -0.8 -2.4 -1.3
H -1.712 0.722 -1.580 0.8 -0.4 1.8

# 2
33
Properties=species:S:1:pos:R:3:forces:R:3 method="wB97M-V/def2-TZVPD" max_force_ev_per_a=2.4 homo_ev="-4.909 / -6.132" molar_mass_g_mol=354.95
C 3.335 0.004 0.133 -0.8 -0.1 -1.5
C 2.862 1.315 -0.259 0.9 -0.8 -0.7
C 2.039 1.170 -1.405 -0.1 -0.2 0.5
H 3.269 2.265 0.080 -0.3 -0.3 0.2
C 1.800 -0.204 -1.618 0.9 -0.8 0.5
C 2.592 -0.965 -0.674 0.9 1.1 -1.0
H 2.814 -2.028 -0.753 -0.2 0.3 0.2
H 4.223 -0.223 0.689 0.1 0.0 0.5
H 1.754 1.962 -2.094 -0.4 -0.1 0.6
H 1.296 -0.627 -2.497 -0.1 0.2 0.8
Zr 1.310 -0.253 1.168 -1.1 2.1 -0.4
Cl 1.227 1.550 2.687 0.0 -0.2 0.0
C -2.275 2.253 -0.208 1.0 -0.4 -1.2
C -2.139 1.725 -1.529 0.4 0.5 0.6
C -1.157 2.496 -2.204 -1.1 -0.4 0.1
H -2.714 0.907 -1.941 0.2 0.0 0.0
C -0.735 3.545 -1.348 -0.1 -0.1 1.6
C -1.373 3.363 -0.095 0.4 0.1 -0.9
H -1.209 3.946 0.803 -0.1 0.1 -0.1
H -2.873 1.821 0.575 -0.2 0.1 0.1
H -0.881 2.375 -3.242 0.0 0.0 0.0
H -0.036 4.335 -1.599 0.0 -0.1 0.1
O -2.453 -1.212 -0.256 -0.1 -0.9 0.5
C -1.793 -1.854 0.510 0.0 0.6 -0.5
C -2.080 -3.173 1.219 -1.2 -0.1 -0.3
C -0.818 -3.523 1.995 -0.6 -1.3 0.5
C 0.075 -2.393 1.704 0.2 2.0 -0.7
O 1.266 -2.109 2.131 -0.8 -1.2 0.0
N -0.504 -1.451 0.915 1.0 -0.9 0.7
H -2.946 -3.018 1.890 0.4 -0.1 -0.4
H -2.388 -3.932 0.479 0.2 0.4 0.3
H -1.063 -3.562 3.070 0.5 -0.1 -0.3
H -0.427 -4.504 1.672 0.2 0.5 0.4

# 3
14
Properties=species:S:1:pos:R:3:forces:R:3 method="wB97M-V/def2-TZVPD" max_force_ev_per_a=2.1 homo_ev="0.138 / -3.213" total_charge=-1 molar_mass_g_mol=101.10 multiplicity=2 s2=0.7541
O 3.498 -0.544 -0.648 0.2 0.1 0.5
C 2.400 -0.705 -0.131 -1.1 -0.7 -0.2
N 1.265 -0.224 -0.661 -0.1 0.8 -1.2
C -0.229 -0.374 -0.419 1.7 -0.2 0.4
C -0.739 0.553 0.698 -0.9 -0.8 -0.6
C -2.215 0.662 0.535 -2.0 -0.6 0.2
O -2.893 1.732 0.260 0.7 0.7 0.0
H 2.202 -1.323 0.761 0.4 0.0 0.1
H 1.531 0.380 -1.433 -0.4 0.0 0.0
H -0.765 -0.148 -1.340 0.3 0.3 -0.1
H -0.372 -1.451 -0.285 -0.3 0.2 0.5
H -0.425 0.123 1.687 0.2 0.6 -0.5
H -0.403 1.567 0.474 0.5 0.0 0.5
H -2.855 -0.248 0.502 0.7 -0.4 0.3

no.,E (eV)
1,-26317.7368
2,-34131.7189
3,-9845.1766